This record from OMol25 describes a cluster of 10 separate species, C38H57BCl6F7NO6 in total in a non-equilibrium geometry. The level of theory is ωB97M-V/def2-TZVPD.

## Properties
Orbital gap (spin up / spin down) = 2.28 / 9.56 eV
⟨S²⟩ = 0.75
Maximum force = 0.0749 Eh/bohr

Geometry as ORCA input:
```
! wB97M-V def2-TZVPD RIJCOSX def2/J DEFGRID3
* xyz -1 2
Cl -2.7580 -3.0987 3.7575
Cl 2.1980 -3.8818 -2.6215
Cl 5.4791 -0.5355 1.4392
Cl 6.0966 -0.8343 -1.3904
Cl -3.5208 -3.1393 0.9756
Cl -0.1855 -4.5823 -0.9564
F 0.1433 0.9541 -0.8117
F -0.3896 -1.0227 0.0823
F -1.7242 6.9737 2.0754
F 1.7316 -0.3264 -0.1737
F 0.1599 2.6062 -4.2846
F 0.4137 0.5219 1.3805
F 4.3331 6.0265 3.5592
O -1.4676 0.3252 4.7134
O -2.5271 -0.9292 6.1658
O -0.4633 -0.0617 6.6751
O 2.1651 -3.3848 1.9860
O 3.2016 -5.1057 1.1212
O 4.3911 -3.6234 2.3972
N -3.2347 0.0219 -2.7476
C 4.2873 -5.8983 0.7043
C -1.4998 6.3743 -0.2117
C -1.2930 4.7212 1.5224
C -0.9923 3.7156 0.5872
C -4.1015 1.6562 -0.2800
C -1.9938 -0.6559 -3.4056
C -2.1997 -2.8802 2.1133
C -3.9644 2.2147 -1.7063
C -4.5497 0.1835 -0.5083
C -1.1523 5.4617 -1.1686
C 1.9615 -2.3182 2.8445
C 4.8260 -0.9495 -0.1515
C -1.5249 6.0229 1.1418
C 2.5834 3.7236 1.3186
C -2.1708 -2.2401 -3.5409
C -4.0213 -2.4680 7.3904
C 2.2761 -0.7013 -5.3183
C 4.8528 -5.4074 -0.6526
C 1.5022 -0.0721 -6.3366
C 5.1096 4.8609 1.7607
C -1.4210 -0.1693 5.9573
C 0.7319 1.0806 -5.9667
C 0.9859 -3.2961 -1.4912
C 2.2714 -0.2736 -3.9927
C 4.9082 3.9092 0.7160
C -3.5269 -0.6908 -1.3802
C 2.7768 4.6925 2.3206
C -1.1323 -2.8803 -4.4993
C 3.6466 3.3359 0.5606
C -0.8319 4.1454 -0.7673
C 4.0660 5.1852 2.6000
C -2.8775 1.4730 -2.4735
C -2.6663 -1.7094 7.3491
C -4.3771 -0.0939 -3.7469
C 0.8842 1.5356 -4.6713
C 1.6490 0.9110 -3.6732
C -0.4002 1.1413 4.1700
C 3.3590 -3.9720 1.8733
B 0.4807 0.0110 0.1123
H -0.1154 -2.5491 -4.2885
H -4.7730 -1.1095 -3.7526
H -2.0583 -2.6504 -2.5374
H 1.9133 5.0211 2.8798
H -1.7384 -0.0569 -4.2797
H -2.6098 -0.9753 8.1529
H 6.1032 5.2368 1.9555
H -3.3033 1.8888 0.4250
H -3.8436 -1.7023 -1.6343
H -5.1982 0.5033 -3.3503
H -1.1412 -3.9647 -4.3889
H -4.9361 2.2957 -2.1934
H 1.5094 -2.9151 -0.6143
H 4.3756 -1.9415 -0.1856
H 1.6317 3.2366 1.1651
H -1.3534 -3.5115 1.8423
H -3.6130 3.2445 -1.6409
H 5.0510 -5.9564 1.4798
H 0.4281 -2.5685 -2.0806
H -1.8295 -2.3978 7.4672
H -4.9066 2.1984 0.2159
H -1.3299 -2.5812 -5.5286
H 3.9546 -5.4598 -1.2680
H -3.1629 -2.4939 -3.9144
H -0.9380 5.7712 -2.1809
H -1.2018 -0.5605 -2.6627
H -4.8306 -0.2718 0.4413
H 5.6623 -6.0954 -0.8966
H -0.8761 2.6733 0.8451
H -0.5382 3.4682 -1.5557
H 0.3573 1.7650 -6.7135
H -4.0749 0.2165 -4.7471
H -5.4674 0.1796 -1.0965
H -4.9526 -1.9087 7.4789
H -1.8026 -1.8683 2.0325
H 3.9985 -6.9322 0.5152
H 2.9080 -2.0710 3.3254
H 2.9231 -1.5232 -5.5872
H -1.9462 1.4376 -1.9083
H 5.7575 3.5571 0.1494
H -0.1472 1.9689 4.8326
H -4.0066 -3.1282 8.2576
H -2.5587 -0.8044 -0.8926
H 1.6771 -1.4224 2.2924
H -2.6715 1.8356 -3.4805
H 4.0230 -0.2552 -0.3987
H 1.2731 -2.6314 3.6293
H -0.5782 1.6213 3.2077
H -1.2845 4.5586 2.5901
H 1.4959 -0.4806 -7.3364
H -3.9873 -3.1162 6.5147
H 3.4346 2.5780 -0.1790
H 2.8966 -0.7679 -3.2639
H 1.6697 1.2902 -2.6622
H 0.5376 0.5895 4.2348
H 5.3856 -4.4584 -0.7128
H -1.6960 7.4114 -0.4406
*
```

=====

This record from OMol25 describes a structure of composition C38H58N2O2P2PtSi. The level of theory is ωB97M-V/def2-TZVPD.

## Properties
Energy relative to the best compared isomer or geometry (same formula, charge and spin) = 0.032 eV
Orbital gap (spin up / spin down) = 6.07 / 7.78 eV
⟨S²⟩ = 2.01
Maximum force = 0.0039 Eh/bohr

Geometry as ORCA input:
```
! wB97M-V def2-TZVPD RIJCOSX def2/J DEFGRID3
* xyz 0 3
Pt 0.2871 -0.5029 -1.1388
P 0.3739 -1.9319 0.7199
P -0.3613 1.6482 -0.4370
Si 2.4327 0.1934 -0.6286
O -2.7954 -2.3926 -3.5303
O -1.5569 -1.3264 -2.0071
N 0.2806 -0.7798 -3.9802
N -1.0155 -1.2337 -4.2535
C 2.3436 2.0992 -0.5549
C -1.1442 3.5988 -3.4180
C -1.0327 -1.9670 1.9725
C 2.7284 -0.4825 1.1349
C -2.2530 -4.2463 1.9429
C -3.1923 -2.3339 0.6344
C 0.5931 -3.9018 -2.2217
C -2.7175 4.3882 -1.6242
C -1.5697 2.4701 3.9100
C -1.3498 -3.2810 2.7100
C -3.5301 -3.5555 1.4788
C -1.9685 3.5898 2.9342
C -1.8432 -1.6972 -3.2014
C 2.1701 4.9012 -0.6585
C 1.8137 -1.3774 1.7110
C -0.1079 2.0927 3.7002
C 2.0000 -1.8385 3.0144
C 4.0032 -0.5332 3.2044
C -1.8134 1.9683 -1.5553
C 2.2274 -4.0952 0.2020
C -1.1630 3.5181 1.6262
C 0.1014 1.4975 2.2972
C -0.9142 2.0454 1.2796
C 2.0538 -4.3293 -2.2878
C 3.8230 -0.0839 1.9055
C -2.3251 -1.3495 1.4110
C 1.0962 2.7387 -0.6166
C -2.3593 4.4660 -3.1052
C 0.7433 -3.7255 0.3293
C 3.4108 4.2828 -0.5839
C -0.0535 -4.2419 -0.8823
C 3.4886 2.9000 -0.5332
C 1.0195 4.1300 -0.6656
C -1.3814 2.1448 -3.0205
C 4.0195 -0.1131 -1.6144
C 2.8317 -3.7003 -1.1374
C -2.9396 2.9437 -1.1854
C 3.0861 -1.4143 3.7628
H -0.9151 3.6455 -4.4853
H 1.2942 -2.5329 3.4560
H 3.9795 0.4719 -2.5364
H 2.0977 5.9801 -0.7096
H -1.8762 -2.9940 3.6281
H -1.8641 1.5092 1.3885
H -2.1922 1.5853 3.7431
H -2.0775 -0.5028 0.7689
H 0.0067 -4.3510 -3.0270
H 0.9829 -1.4994 -4.1207
H -4.1173 -3.2505 2.3535
H -0.6469 -1.2820 2.7316
H -3.2123 4.1184 -3.6984
H 4.4665 2.4334 -0.4934
H -0.1957 4.0096 1.7524
H -0.4368 -3.7840 3.0396
H -0.2681 3.9920 -2.8963
H 4.3147 4.8792 -0.5746
H -3.6221 4.9669 -1.4215
H 2.2883 -5.1856 0.3038
H -2.4867 -5.0990 2.5854
H -1.8076 4.5653 3.3991
H 0.2288 1.3783 4.4539
H -2.6782 -2.6271 -0.2838
H -2.1744 5.5027 -3.3951
H 3.2189 -1.7722 4.7758
H -2.1733 1.7265 -3.6500
H -1.9217 4.8552 -1.0375
H 4.1530 -1.1602 -1.8861
H 0.0588 4.6231 -0.7141
H 2.1278 -5.4212 -2.2247
H 0.5011 0.0198 -4.5604
H 4.9113 0.1968 -1.0611
H -2.8995 -0.9586 2.2610
H -1.1453 -1.7806 -5.0931
H 0.5463 -2.8158 -2.3628
H 0.0182 0.4152 2.3359
H 0.5120 2.9850 3.8255
H -0.4923 1.5427 -3.2134
H -3.0366 3.5228 2.7104
H 4.8546 -0.1973 3.7832
H 2.8046 -3.6739 1.0255
H 1.1182 1.7127 1.9572
H -1.7381 -4.6478 1.0672
H 0.3750 -4.2431 1.2147
H -4.1041 -1.8294 0.3075
H -1.7514 2.7827 4.9394
H 4.5459 0.6087 1.4862
H -4.1475 -4.2520 0.9085
H 3.8845 -3.9907 -1.1704
H -3.1791 2.8840 -0.1222
H -3.8298 2.5753 -1.7083
H -2.2452 0.9617 -1.4864
H -1.6856 4.0604 0.8423
H 2.4906 -4.0396 -3.2474
H 2.7971 -2.6120 -1.2395
H -0.1215 -5.3322 -0.7884
H -1.0753 -3.8575 -0.8754
*
```

=====

This record from OMol25 describes a cluster of 7 separate species, C38H58N8O2 in total. The level of theory is ωB97M-V/def2-TZVPD.

## Properties
Energy relative to the best compared isomer or geometry (same formula, charge and spin) = 0.000 eV
Orbital gap = 9.04 eV
SMILES = CCOC(=O)CCCc1cnc2ccccc2n1.CCCC#N.CCCC#N.CCCC#N.CCCC#N.CCCC#N.CCCC#N
Maximum force = 0.0162 Eh/bohr

Geometry as ORCA input:
```
! wB97M-V def2-TZVPD RIJCOSX def2/J DEFGRID3
* xyz 0 1
O 2.2807 0.0209 1.7799
O 2.4266 2.2029 1.6170
N 1.3100 5.7518 -0.6363
N -1.8133 2.0037 -11.0750
N 2.8016 -5.2081 3.6128
N -4.0441 -0.6358 1.5902
N -1.7565 -7.9182 1.3356
N -1.6944 -1.0196 3.1152
N -2.8739 3.6632 1.2568
N -0.4163 3.2278 -5.1149
C 4.4350 7.1403 0.8735
C -4.8237 -7.4544 2.8811
C -1.6543 1.3190 3.7249
C -2.2238 -4.3711 1.7851
C 2.6279 3.1637 -3.4687
C 2.3523 5.3633 -0.3500
C -3.4409 -1.8563 1.6698
C -2.8710 -8.1247 1.5165
C 2.5332 -2.2898 2.3988
C -4.2855 -8.3839 1.7852
C -4.0977 -7.6231 4.2099
C -2.2681 -2.0503 2.4304
C 0.2059 1.3405 1.9183
C -3.4560 0.3275 2.2338
C -2.6982 3.3365 -7.6854
C -3.9941 -2.9497 0.9793
C -2.5422 4.2582 -2.4361
C -1.2974 4.7046 -1.6760
C -2.7297 2.0027 -10.3841
C 6.3670 -6.2158 3.2556
C -0.9573 3.7661 -0.5122
C 3.6669 -5.4499 4.3267
C -3.8928 2.0015 -9.4959
C -3.3969 -4.1741 1.0235
C 1.7119 1.2426 1.7800
C -1.6824 -3.3305 2.4798
C -0.1741 1.5938 3.3869
C 4.2561 5.6608 1.1941
C -3.9184 3.2406 -8.5928
C -2.0395 3.7143 0.4691
C -2.2666 0.1469 3.0085
C 1.6871 -1.0383 2.5476
C 4.7965 -5.7504 5.2061
C 0.6294 2.8200 -4.8750
C 2.7956 4.6272 -3.8582
C 6.1342 -5.4189 4.5334
C 3.6711 4.8603 0.0243
C 1.9715 2.3231 -4.5694
H -1.4376 5.7164 -1.2972
H -4.8982 -2.7978 0.4034
H -4.7390 -6.4179 2.5485
H -4.7896 1.9575 -10.1150
H -4.1712 -8.6507 4.5712
H 0.6782 -1.2535 2.1963
H 7.3391 -5.9750 2.8262
H -3.4260 4.2673 -1.7950
H -0.2213 0.4251 1.5166
H 1.8312 5.1028 -4.0411
H 1.8845 1.2815 -4.2584
H -4.8400 -8.2429 0.8567
H -3.0408 -7.3690 4.1191
H 2.8323 -2.4224 1.3610
H 3.2810 5.1773 -3.0528
H 3.6030 2.7321 -3.2355
H -3.9879 4.1359 -9.2136
H 2.5675 2.3502 -5.4830
H 3.4295 -2.2128 3.0163
H 1.6409 -0.7618 3.6021
H -4.3912 -9.4289 2.0812
H 4.7529 -6.8087 5.4688
H 4.3251 4.9278 -0.8483
H 2.0238 3.0947 -2.5607
H -0.0102 2.6579 3.5673
H 3.4057 4.7370 -4.7568
H 4.8807 7.6648 1.7185
H 4.6747 -5.1739 6.1238
H -2.4205 3.2500 -2.8366
H 6.9355 -5.6237 5.2451
H -1.7295 1.1160 4.7961
H 0.4698 1.0674 4.0894
H -0.0589 4.0987 -0.0017
H 6.3425 -7.2894 3.4515
H 1.9648 -3.1371 2.7691
H -2.7349 4.9262 -3.2751
H -2.2598 2.2027 3.5236
H -4.8246 3.2023 -7.9857
H -5.8868 -7.6613 3.0138
H -3.8910 1.3200 2.1708
H -3.8391 -4.9971 0.4759
H -1.7349 -5.3350 1.8287
H 3.4785 7.6183 0.6571
H -2.6064 2.4567 -7.0475
H 3.5731 3.8092 0.3005
H 3.6058 5.5477 2.0627
H -3.8590 1.0930 -8.8922
H -0.7833 2.7520 -0.8821
H 5.0878 7.2803 0.0094
H -0.7804 -3.4796 3.0603
H 6.1699 -4.3509 4.3110
H -1.7796 3.4308 -8.2660
H -0.4487 4.7376 -2.3577
H -0.0739 2.2187 1.3475
H -4.5294 -6.9687 4.9667
H 5.6094 -5.9903 2.5042
H -2.7651 4.2081 -7.0362
H 5.2200 5.2234 1.4579
*
```

=====

This record from OMol25 describes a structure of composition C38H59GaNO28S2 in a non-equilibrium geometry. The level of theory is ωB97M-V/def2-TZVPD.

## Properties
Orbital gap = 5.50 eV
Maximum force = 0.0324 Eh/bohr

Geometry as ORCA input:
```
! wB97M-V def2-TZVPD RIJCOSX def2/J DEFGRID3
* xyz -1 1
Ga -0.2156 -0.8946 -2.7382
S 4.4906 0.8663 2.3096
S 3.7981 0.6885 -0.5262
O -3.3939 -1.9463 -4.8996
O -3.2252 0.4260 2.9664
O -5.5035 -3.7231 2.4833
O 2.5436 5.6427 4.1994
O -8.4070 -3.7357 -5.9768
O 4.3132 7.0236 0.5615
O -3.5174 -2.7845 1.9855
O -4.2576 1.3554 7.1689
O -1.7786 -0.3251 -1.8151
O 0.7878 6.8852 3.6208
O 4.6330 -6.5955 2.0478
O 0.5251 4.6761 3.9633
O -6.9115 -4.6904 -7.3643
O -2.2976 -0.5364 -6.2881
O -5.8887 -0.0417 6.4958
O -7.8014 -5.8875 -5.7080
O -6.3030 1.5679 8.0192
O -5.2055 -2.6241 0.5418
O 8.6956 -4.0701 -3.7334
O -4.5481 -0.6212 -6.2812
O 5.5035 5.3195 -0.3110
O -5.2264 1.2823 2.4591
O 5.2679 7.2122 -1.4614
O 3.7712 -4.6234 1.3693
O 6.6397 -4.2568 -2.8358
O 5.6639 -5.4305 0.4516
O -3.4016 1.9781 1.3382
O 7.6596 -2.2790 -2.8450
N 2.1007 1.7203 1.3987
C 0.8205 0.7931 -3.3045
C -3.3030 -0.9905 -5.8594
C 6.3096 -2.0212 -2.4243
C 4.9633 6.5552 -0.3190
C 3.0433 -0.9491 -0.7979
C 1.5840 -1.1032 -0.3573
C -4.1781 -1.7398 0.0452
C 6.0129 5.0500 -1.6227
C 1.8473 7.8060 3.8838
C -7.7715 -4.6783 -6.3170
C -2.9578 -2.2381 0.7729
C 0.8231 -1.9868 -1.3786
C -7.0860 -6.8183 -6.5247
C 0.5519 1.8925 -2.3853
C 3.0726 6.9165 3.8100
C -3.8982 1.2958 2.1717
C 1.2178 5.6409 3.9394
C 2.3077 3.1737 1.5343
C 6.5615 -6.4824 0.8081
C 6.2448 6.4445 -2.1697
C 3.3701 1.1211 1.1653
C -4.8049 -3.1043 1.7390
C 5.8401 -3.3974 -2.0056
C -4.7605 -2.0496 -4.5036
C 5.6427 -7.4572 1.5198
C -5.4949 -1.5279 -5.7202
C -4.2469 2.5833 7.9017
C 7.7544 -3.5812 -3.1915
C 1.4535 1.1328 2.5880
C -4.1285 -0.0248 3.9896
C 2.5128 3.8735 0.1921
C 0.0583 1.6786 2.8717
C -5.5203 0.8692 7.1631
C -6.1640 -5.9099 -7.3168
C -5.4810 0.1893 3.3485
C -5.4628 2.4271 8.7956
C 4.6011 -5.4637 1.2989
C -0.4047 2.8502 -2.6110
H 2.0552 1.2292 3.4975
H -6.2528 0.4463 4.0661
H 6.1307 -8.0042 2.3221
H 5.2577 4.4958 -2.1818
H 7.3338 -6.0788 1.4655
H 0.4306 1.0574 -4.2971
H 1.1577 1.9674 -1.4808
H 6.2884 -1.2983 -1.6125
H -0.4630 1.0448 3.5879
H 1.5499 -2.5844 -1.9429
H -4.3459 3.4121 7.1993
H 6.0583 -3.6144 -0.9633
H -4.9179 -1.4326 -3.6167
H -0.5508 1.8367 1.9823
H 7.0293 -6.8972 -0.0810
H -1.1591 3.0435 -1.8524
H 2.9899 4.8429 0.3368
H -6.4202 -1.0126 -5.4767
H -2.4466 -3.0331 0.2300
H -5.2190 -5.7234 -6.8040
H 1.7011 8.2357 4.8777
H -2.2536 -1.4411 0.9912
H 3.0841 -1.0718 -1.8829
H -3.9830 0.5850 4.8774
H -0.4519 3.4163 -3.5355
H -4.4341 -0.7134 0.3116
H -0.5500 -1.8274 -3.9960
H -3.9406 -1.0660 4.2367
H -3.3147 2.6889 8.4492
H 3.8659 7.2235 4.4870
H 6.0836 6.5217 -3.2414
H 5.7464 -1.6253 -3.2708
H -2.2200 0.3020 -2.3958
H 3.4718 6.8373 2.7984
H 1.8485 8.6033 3.1456
H -6.5575 -7.5369 -5.9044
H -5.9602 -6.2680 -8.3221
H 0.1972 -2.6961 -0.8308
H 1.8881 0.5501 -3.4275
H -5.0096 -3.0814 -4.2653
H -5.7070 -2.3151 -6.4471
H 4.7814 -3.5620 -2.1872
H 1.1428 -0.1126 -0.2522
H 0.1404 2.6509 3.3683
H 1.5947 -1.6032 0.6161
H 7.2370 6.8293 -1.9259
H 5.1761 -8.1658 0.8332
H -5.2269 1.9284 9.7373
H 1.4629 3.6449 2.0251
H 1.5646 3.9890 -0.3319
H -4.0832 -1.8103 -1.0331
H -5.9707 3.3647 9.0040
H -7.7984 -7.3468 -7.1608
H 6.9191 4.4542 -1.5594
H 3.1802 3.3952 2.1645
H 3.1803 3.3062 -0.4575
H 1.3756 0.0621 2.3873
H -5.8086 -0.6746 2.7659
H 3.6805 -1.7156 -0.3525
*
```